(1)
DFT (wB97M-V/def2-TZVPD) results for a structure of composition C53H38As2BrF5HfN2O3S2.

Positions of all 107 atoms, in Å:
Hf  -0.3881  -0.3906  -0.9978
O  -1.6925  -2.3330  2.4022
C  -1.9732  -1.5061  1.5564
O  -1.0464  -0.8199  0.9189
C  -3.3993  -1.1911  1.2169
C  -4.3441  -1.6861  2.1220
C  -5.6971  -1.4837  1.9578
C  -6.1373  -0.7727  0.8467
C  -5.2208  -0.2811  -0.0603
C  -3.8395  -0.4671  0.0970
S  -2.8811  0.2773  -1.1907
H  -3.9659  -2.2448  2.9674
H  -6.4010  -1.8789  2.6780
H  -7.1941  -0.6032  0.6829
H  -5.5638  0.2683  -0.9278
C  0.9039  2.0388  2.4183
C  1.1877  0.6140  2.9068
As  2.0872  -0.3439  1.4549
C  3.8698  0.4267  1.6799
C  4.5785  0.3206  2.8749
C  5.8309  0.8988  3.0011
C  6.3898  1.5873  1.9296
C  5.6940  1.6926  0.7358
C  4.4368  1.1121  0.6115
C  2.4130  -2.0984  2.2262
C  3.5679  -2.7853  1.8540
C  3.7840  -4.0854  2.2857
C  2.8449  -4.7143  3.0929
C  1.6885  -4.0401  3.4572
C  1.4688  -2.7391  3.0237
As  -0.3827  2.1175  0.9290
C  -2.0469  2.0969  1.9529
C  -3.2460  2.4633  1.3505
C  -4.4455  2.3480  2.0358
C  -4.4673  1.8508  3.3301
C  -3.2771  1.4888  3.9416
C  -2.0760  1.6138  3.2585
C  -0.2877  4.0309  0.4946
C  -1.1957  4.5505  -0.4266
C  -1.1708  5.8937  -0.7692
C  -0.2256  6.7388  -0.2051
C  0.6912  6.2299  0.7031
C  0.6587  4.8860  1.0496
H  1.8358  2.4889  2.0649
H  0.5215  2.6738  3.2202
H  0.2789  0.0559  3.1347
H  1.8104  0.6456  3.8028
H  4.1516  -0.2300  3.7063
H  6.3762  0.8112  3.9321
H  7.3699  2.0360  2.0277
H  6.1281  2.2207  -0.1037
H  3.8966  1.1819  -0.3262
H  4.3080  -2.2971  1.2284
H  4.6875  -4.6062  1.9937
H  3.0140  -5.7278  3.4340
H  0.9442  -4.5266  4.0748
H  0.5382  -2.2500  3.2812
H  -3.2648  2.8035  0.3258
H  -5.3689  2.6259  1.5445
H  -5.4067  1.7400  3.8554
H  -3.2775  1.0974  4.9507
H  -1.1665  1.3202  3.7647
H  -1.9210  3.8986  -0.8988
H  -1.8904  6.2776  -1.4813
H  -0.2026  7.7867  -0.4735
H  1.4327  6.8802  1.1486
H  1.3781  4.5173  1.7685
S  3.9341  -0.9292  -2.9256
C  3.6920  0.7516  -3.0684
C  2.5356  1.1545  -2.4703
C  1.7691  0.1127  -1.8536
C  2.4503  -1.0737  -2.0324
C  2.0241  -2.3535  -1.5021
C  2.7033  -3.5547  -1.7075
C  2.2707  -4.6961  -1.0663
C  1.1766  -4.6312  -0.2129
C  0.5197  -3.4264  -0.0895
N  0.9023  -2.3250  -0.7500
H  4.4151  1.3656  -3.5820
H  2.2736  2.2004  -2.4729
H  3.5724  -3.5762  -2.3508
H  2.7930  -5.6326  -1.2136
H  0.8363  -5.4914  0.3437
H  -0.3404  -3.3253  0.5596
F  -3.2513  -5.6880  -4.6844
C  -2.5970  -4.6123  -4.2366
C  -1.8483  -3.8354  -5.1065
F  -1.7879  -4.1674  -6.3976
C  -1.1646  -2.7269  -4.6453
F  -0.4484  -1.9906  -5.5036
C  -1.1976  -2.3486  -3.2982
O  -0.5557  -1.3029  -2.8545
C  -1.9728  -3.1524  -2.4572
F  -2.0217  -2.7936  -1.1498
C  -2.6591  -4.2632  -2.8993
F  -3.3756  -5.0017  -2.0506
Br  -2.6341  1.4898  -6.3665
C  -1.6043  1.9952  -4.8703
C  -0.9881  3.2329  -4.8190
C  -0.2668  3.5466  -3.6813
C  -0.1730  2.6069  -2.6710
N  -0.7444  1.4057  -2.7335
C  -1.4717  1.1122  -3.8159
H  -1.0816  3.9293  -5.6409
H  0.2167  4.5069  -3.5704
H  0.3642  2.8281  -1.7621
H  -1.9677  0.1555  -3.8336

Values from the calculation:
total charge	0
maximum force	0.0155	Eh/bohr
Kohn-Sham gap	7.47	eV
HOMO	-7.58	eV
energy relative to the best compared isomer or geometry (same formula, charge and spin)	0.0	kcal/mol
E_tot	-292988.928	eV


(2)
DFT (wB97M-V/def2-TZVPD) results for a structure of composition C16H42GeN4PbSi3 in a non-equilibrium geometry.

Positions of all 67 atoms, in Å:
Pb  0.5074  -0.5083  -1.3437
C  -2.4043  -2.4365  -1.4529
C  -2.2054  -1.5954  -2.7384
N  -0.7947  -1.5368  -3.1410
C  -0.2654  -2.8531  -3.5665
C  1.1671  -3.1125  -3.0910
N  1.4327  -2.7093  -1.6930
C  0.9959  -3.6509  -0.6485
C  -0.5296  -3.7566  -0.4947
N  -1.2081  -2.4574  -0.6015
H  -3.2527  -2.0133  -0.9144
H  -2.6943  -3.4535  -1.7225
H  -2.8245  -2.0258  -3.5288
H  -2.5366  -0.5696  -2.5700
H  -0.7009  -0.8920  -3.9221
H  -0.9371  -3.6248  -3.1971
H  -0.2669  -2.9319  -4.6567
H  1.3810  -4.1768  -3.2261
H  1.8600  -2.5553  -3.7237
H  2.4464  -2.6395  -1.6270
H  1.3818  -4.6549  -0.8414
H  1.4379  -3.3087  0.2885
H  -0.9142  -4.4411  -1.2486
H  -0.7181  -4.2282  0.4747
H  -1.4433  -2.1268  0.3269
C  -1.1600  4.5879  0.8622
Si  -0.8238  3.4014  -0.5788
C  -2.3934  2.7005  -1.3988
C  0.5554  3.8183  -1.8144
Ge  0.0607  1.3413  1.1078
Si  -1.4193  0.0905  2.9121
C  -3.1245  0.0173  2.0526
C  -1.3554  1.3433  4.3354
C  -0.6812  -1.6129  3.3589
Si  2.9593  1.4509  1.6081
C  2.6898  2.8966  2.7986
C  3.1621  -0.2852  2.3493
C  3.8490  1.7533  -0.0359
H  -1.5644  5.5216  0.4772
H  -0.2612  4.8385  1.4201
H  -1.8964  4.1880  1.5565
H  -3.0077  3.5349  -1.7329
H  -3.0106  2.1090  -0.7276
H  -2.1709  2.1110  -2.2833
H  0.2263  4.6411  -2.4474
H  0.7987  2.9921  -2.4787
H  1.4688  4.1491  -1.3296
H  -3.5335  1.0141  1.9121
H  -3.8212  -0.5186  2.6901
H  -3.1224  -0.4816  1.0875
H  -1.6616  2.3394  4.0259
H  -0.3684  1.4077  4.7837
H  -2.0399  1.0300  5.1197
H  -0.4905  -2.2643  2.5112
H  -1.3738  -2.1350  4.0134
H  0.2449  -1.5102  3.9150
H  1.9674  2.6633  3.5792
H  2.3628  3.7966  2.2821
H  3.6260  3.1438  3.2980
H  2.5190  -0.4511  3.2095
H  4.1869  -0.4072  2.6978
H  2.9826  -1.0787  1.6275
H  3.4261  2.5710  -0.6142
H  3.8810  0.8734  -0.6748
H  4.8853  2.0237  0.1708
N  2.6196  0.5087  -3.7972
C  1.8940  0.1456  -2.9889

Values from the calculation:
total charge	+3
maximum force	0.0228	Eh/bohr
Kohn-Sham gap (spin up / spin down)	7.21 / 5.50	eV
HOMO (spin up / spin down)	-17.73 / -17.51	eV
expectation value of S²	0.7539
E_tot	-108604.131	eV
multiplicity	2


(3)
DFT (wB97M-V/def2-TZVPD) results for the ion C12H20N3O2 with charge +1.

Positions of all 37 atoms, in Å:
C  1.2202  1.6767  1.3893
C  2.6957  1.2793  1.3527
C  2.9647  -0.1011  0.7467
C  2.7367  -0.2039  -0.7666
C  1.2540  -0.4605  -1.1398
C  0.6986  0.5549  -2.1350
C  -0.8399  0.5803  -2.2953
C  -1.5742  0.5360  -0.9929
C  -2.0363  1.6464  -0.3436
C  -2.6891  1.4892  0.8838
N  -2.8798  0.3310  1.4691
N  -2.4315  -0.7261  0.8191
C  -2.6598  -2.0126  1.5446
O  -2.8684  -3.0368  0.6468
N  -1.6541  -3.9307  0.6094
O  -1.6195  -4.5033  -0.3743
C  -1.8212  -0.6799  -0.3500
H  1.0679  2.5469  2.0310
H  0.5899  0.8715  1.7809
H  0.8502  1.9571  0.3987
H  3.0609  1.2603  2.3825
H  3.2632  2.0430  0.8152
H  2.3216  -0.8225  1.2666
H  3.9886  -0.3915  0.9905
H  3.1002  0.6938  -1.2692
H  3.2977  -1.0767  -1.1031
H  1.1685  -1.4577  -1.5841
H  0.6773  -0.4857  -0.2117
H  1.0502  1.5651  -1.9104
H  1.1018  0.3168  -3.1221
H  -1.1177  1.4897  -2.8298
H  -1.1706  -0.2535  -2.9199
H  -1.8931  2.6333  -0.7638
H  -3.0778  2.3479  1.4163
H  -1.7628  -2.2098  2.1424
H  -3.4990  -1.8493  2.2156
H  -1.5131  -1.6174  -0.7898

Values from the calculation:
total charge	+1
maximum force	0.0160	Eh/bohr
SMILES string	CCCCCCCc1ccn[n+](CON=O)c1
Kohn-Sham gap	9.10	eV
HOMO	-13.76	eV
E_tot	-21323.806	eV


(4)
DFT (wB97M-V/def2-TZVPD) results for the molecule C6H5NO in a non-equilibrium geometry.

Positions of all 13 atoms, in Å:
C  1.7056  1.0249  0.5865
N  0.6819  0.1970  -0.0435
C  0.8899  -1.0106  -0.4583
C  -1.1242  0.3877  -0.2653
C  -1.4213  -1.0539  -0.1551
C  -1.9299  1.3169  -0.6182
C  -2.0360  -2.0919  0.0367
O  1.6487  -1.8231  -0.8123
H  2.6043  0.4563  0.8249
H  1.3726  1.3986  1.5534
H  2.0555  1.8072  -0.0876
H  -1.8771  2.3806  -0.7831
H  -2.5700  -2.9897  0.2219

Values from the calculation:
total charge	0
maximum force	0.1045	Eh/bohr
Kohn-Sham gap (spin up / spin down)	6.68 / 6.68	eV
HOMO (spin up / spin down)	-7.81 / -7.80	eV
energy relative to the best compared isomer or geometry (same formula, charge and spin)	144.4	kcal/mol
E_tot	-9832.944	eV